No. 1
This record from the Open Molecules 2025 dataset describes a structure of composition C42H40N6O3STi. The level of theory is ωB97M-V/def2-TZVPD.

## Properties
Charge: +2
Molar mass in Da: 756.755
Kohn-Sham gap in eV: 7.206
Relative energy (zero: lowest compared OMol25 entry of this formula, charge and spin) in eV: 0.2167
Highest occupied orbital energy in Eh: -0.4971

```
93
Properties=species:S:1:pos:R:3:lowdin_charge:R:1
Ti 0.0236 -0.0610 -0.5238 1.16
O 0.6790 -0.5496 1.0342 -0.23
C 1.4809 0.0789 2.0697 -0.37
C 2.5775 0.8393 1.2889 -0.05
C 2.0456 1.9743 0.4577 -0.20
C 2.3868 3.2867 0.7343 0.03
C 1.8627 4.3106 -0.0307 0.02
C 1.0114 4.0096 -1.0825 0.03
C 0.7092 2.6889 -1.3395 -0.20
C -0.2433 2.2970 -2.4334 -0.05
C -1.6240 1.8727 -1.8774 -0.36
O -1.3511 0.9722 -0.7581 -0.21
C -2.4431 1.0794 -2.8790 -0.16
C -3.5296 0.3427 -2.4124 -0.02
C -4.3147 -0.3805 -3.2928 -0.06
C -4.0271 -0.3740 -4.6537 -0.06
C -2.9566 0.3680 -5.1251 -0.06
C -2.1656 1.0940 -4.2406 -0.03
C -2.3852 3.0731 -1.3416 -0.16
C -2.8338 3.1338 -0.0320 -0.02
C -3.5433 4.2434 0.4123 -0.06
C -3.8111 5.2942 -0.4483 -0.06
C -3.3745 5.2295 -1.7657 -0.05
C -2.6686 4.1254 -2.2107 -0.02
N 1.2152 1.6887 -0.5750 0.08
C 2.0310 -1.0740 2.8948 -0.15
C 3.1551 -1.7819 2.4625 -0.05
C 3.6187 -2.8800 3.1733 -0.07
C 2.9591 -3.2873 4.3247 -0.06
C 1.8364 -2.5956 4.7546 -0.04
C 1.3760 -1.4957 4.0450 0.00
C 0.6667 1.0673 2.8777 -0.18
C -0.6719 1.3235 2.6398 -0.03
C -1.3521 2.2858 3.3815 -0.06
C -0.6949 2.9970 4.3689 -0.05
C 0.6475 2.7332 4.6244 -0.04
C 1.3202 1.7757 3.8882 -0.03
H 3.3145 1.2228 1.9928 0.14
H 3.0781 0.1509 0.6074 0.06
H 3.0514 3.4919 1.5612 0.13
H 2.1080 5.3393 0.1942 0.13
H 0.5818 4.7839 -1.7010 0.13
H -0.3797 3.1458 -3.1009 0.13
H 0.1851 1.4767 -3.0169 0.12
H -3.7722 0.3538 -1.3562 0.13
H -5.1642 -0.9385 -2.9229 0.11
H -4.6497 -0.9255 -5.3438 0.11
H -2.7377 0.3935 -6.1836 0.12
H -1.3443 1.6746 -4.6370 0.12
H -2.6284 2.3201 0.6492 0.09
H -3.8907 4.2839 1.4358 0.11
H -4.3620 6.1567 -0.1022 0.11
H -3.5931 6.0369 -2.4512 0.11
H -2.3681 4.0798 -3.2506 0.12
H 3.6955 -1.4748 1.5773 0.11
H 4.5055 -3.4037 2.8408 0.11
H 3.3280 -4.1285 4.8945 0.12
H 1.3208 -2.9057 5.6523 0.12
H 0.5028 -0.9616 4.3974 0.13
H -1.2260 0.7657 1.8887 0.09
H -2.4004 2.4689 3.1875 0.11
H -1.2211 3.7431 4.9465 0.11
H 1.1655 3.2701 5.4064 0.12
H 2.3582 1.5645 4.1153 0.13
O 0.4292 -0.8800 -2.3131 -0.23
C -0.3935 -1.9310 -2.8660 -0.08
C -1.4072 -2.3456 -1.8395 -0.24
C -2.4298 -3.2333 -2.1349 0.02
C -3.3105 -3.5791 -1.1275 -0.01
C -3.1492 -3.0316 0.1418 -0.01
C -2.1131 -2.1501 0.3531 -0.07
N -1.2554 -1.8166 -0.6257 0.02
H 1.4332 -1.1286 -2.3062 -0.04
H 0.2633 -2.7640 -3.1263 0.15
H -0.8759 -1.5472 -3.7682 0.14
H -2.5275 -3.6360 -3.1335 0.14
H -4.1211 -4.2666 -1.3262 0.13
H -3.8186 -3.2799 0.9519 0.12
H -1.9381 -1.6900 1.3184 0.13
C 3.4151 -5.5593 0.8375 0.01
C 3.8756 -4.4422 -0.0179 -0.32
N 5.0566 -4.3061 -0.5397 0.15
N 4.9944 -3.1324 -1.2275 0.05
C 3.8024 -2.5401 -1.1646 -0.71
S 3.3740 -1.0345 -1.8437 0.73
N 3.0758 -3.3801 -0.3849 -0.08
N 1.7412 -3.1404 -0.0304 0.15
H 4.2649 -6.1995 1.0599 0.10
H 2.6587 -6.1590 0.3283 0.10
H 3.0021 -5.1874 1.7762 0.07
H 5.8040 -2.7887 -1.7219 0.17
H 1.3347 -4.0263 0.2581 0.11
H 1.7455 -2.5144 0.7817 0.07
```

No. 2
This record from the Open Molecules 2025 dataset describes a structure of composition C42H41Cl2N4O4STeTi. The level of theory is ωB97M-V/def2-TZVPD.

## Properties
Charge: +3
Molar mass in Da: 944.254
Kohn-Sham gap in eV: 7.333
Relative energy (zero: lowest compared OMol25 entry of this formula, charge and spin) in eV: 1.7461
Highest occupied orbital energy in Eh: -0.5647

```
96
Properties=species:S:1:pos:R:3:lowdin_charge:R:1
Ti 0.6018 1.4304 0.7106 1.09
C 3.7155 3.7168 -5.1751 -0.02
C 2.8860 3.5129 -3.9376 -0.23
C 1.5476 3.8753 -3.8948 0.05
C 0.8011 3.7349 -2.7170 -0.11
C -0.4997 4.2930 -2.4445 0.05
N -1.5767 4.2465 -3.1551 0.12
C -1.8370 3.4114 -4.3376 -0.11
C -2.1172 1.9509 -3.9760 -0.13
C -3.3167 1.6547 -3.0704 -0.12
N -2.9779 1.7173 -1.6448 0.08
C -3.8081 1.9671 -0.6705 0.04
C -3.4942 1.8899 0.7105 -0.11
C -4.4859 2.2364 1.6616 0.04
C -4.2243 2.2343 3.0085 -0.23
C -5.2633 2.6026 4.0286 -0.03
C -2.9163 1.9001 3.4165 0.08
C -1.9189 1.5570 2.5303 -0.08
C -0.4981 1.2847 2.9738 -0.26
N 0.4330 2.2057 2.3717 -0.10
C 1.6201 2.6378 3.1326 -0.16
C 2.7451 1.5995 3.1376 -0.14
C 3.5054 1.4020 1.8099 -0.15
N 2.7314 1.7635 0.5996 -0.03
C 3.3670 2.2792 -0.3886 -0.03
C 2.7451 2.7839 -1.6059 -0.13
C 3.4683 2.9959 -2.7754 0.06
C 1.3889 3.1499 -1.5780 -0.32
O 0.6309 2.9384 -0.5389 -0.16
C -2.2087 1.5113 1.1564 -0.23
O -1.2790 1.1583 0.2750 -0.19
H 3.1178 4.1129 -5.9935 0.09
H 4.1632 2.7794 -5.5052 0.09
H 4.5283 4.4179 -4.9841 0.10
H 1.1071 4.3466 -4.7657 0.13
H -0.6059 4.8093 -1.4939 0.17
H -2.3673 4.7724 -2.8023 0.18
H -0.9848 3.4645 -5.0093 0.12
H -2.6875 3.8536 -4.8538 0.14
H -1.2180 1.4912 -3.5527 0.11
H -2.2948 1.4431 -4.9255 0.13
H -3.6545 0.6387 -3.2827 0.14
H -4.1593 2.3200 -3.2669 0.14
H -2.0589 1.3876 -1.3391 0.12
H -4.8139 2.2705 -0.9513 0.16
H -5.4740 2.5084 1.3077 0.13
H -6.2604 2.6124 3.5939 0.09
H -5.0654 3.5940 4.4387 0.10
H -5.2626 1.8977 4.8591 0.09
H -2.6876 1.9218 4.4771 0.14
H -0.4182 1.2860 4.0634 0.17
H 1.3100 2.8344 4.1609 0.13
H 1.9499 3.5899 2.7141 0.13
H 2.3294 0.6459 3.4626 0.10
H 3.4745 1.8994 3.8916 0.13
H 3.7846 0.3504 1.7202 0.13
H 4.4210 1.9961 1.8132 0.13
H 4.4518 2.3848 -0.3198 0.16
H 4.5237 2.7443 -2.7926 0.14
Cl 1.0622 -0.1784 -1.7590 0.79
C 0.4668 -1.6190 -2.5699 -0.61
C 0.6095 -1.6291 -3.9457 -0.10
C 0.1357 -2.7117 -4.6696 -0.03
C -0.5059 -3.7531 -4.0223 -0.07
C -0.6500 -3.7168 -2.6449 -0.67
Cl -1.4897 -5.0202 -1.8830 0.75
C -0.1348 -2.6683 -1.8702 -0.68
S -0.2818 -2.6459 -0.1012 0.62
H 1.1004 -0.8027 -4.4398 0.11
H 0.2631 -2.7407 -5.7427 0.13
H -0.8984 -4.5947 -4.5751 0.12
Te 0.9718 -4.6461 0.3613 1.65
C 2.2215 -3.9229 1.8739 -0.48
C 1.8035 -2.9738 2.7976 -0.14
C 2.6751 -2.6104 3.8121 -0.05
C 3.9376 -3.1859 3.8930 -0.04
C 4.3452 -4.1255 2.9567 -0.05
C 3.4857 -4.5000 1.9343 -0.12
C -0.4096 -5.7006 1.5201 -0.48
C -0.7384 -5.3139 2.8131 -0.10
C -1.6361 -6.0896 3.5284 -0.04
C -2.1809 -7.2348 2.9602 -0.03
C -1.8307 -7.6184 1.6733 -0.04
C -0.9388 -6.8502 0.9406 -0.16
H 0.8284 -2.5114 2.7329 0.08
H 2.3616 -1.8865 4.5525 0.12
H 4.6070 -2.9048 4.6949 0.12
H 5.3277 -4.5720 3.0212 0.12
H 3.8045 -5.2374 1.2067 0.10
H -0.2965 -4.4398 3.2710 0.09
H -1.9007 -5.8060 4.5378 0.12
H -2.8739 -7.8384 3.5302 0.12
H -2.2426 -8.5197 1.2410 0.12
H -0.6545 -7.1614 -0.0566 0.09
O 0.9258 -0.1690 1.6155 -0.32
O -0.1829 -0.1159 2.5343 -0.13
```